Record 1
The following is a DFT calculation (ωB97M-V/def2-TZVPD) of an isolated molecule of C3H6N2S.

```
! wB97M-V def2-TZVPD RIJCOSX def2/J DEFGRID3
* xyz 0 1
S 1.166 -1.485 0.426
N 0.185 0.164 -0.041
N 2.548 -1.505 -0.135
C -0.142 -1.016 -0.757
C -0.895 0.845 0.426
C -0.858 2.061 1.004
H -1.806 0.238 0.036
H 2.681 -2.014 -0.981
H -1.734 2.730 1.214
H -0.005 2.484 1.310
H 0.070 -1.177 -1.899
H -1.209 -1.325 -0.602
*
```

Summary:
LUMO energy (alpha / beta): -0.12 / -0.12 eV
Maximum force: 0.0840 Eh/bohr
M: 102.2 g mol⁻¹
Energy relative to the best compared isomer or geometry (same formula, charge and spin): 116.7 kcal per mole



Record 2
The following is a DFT calculation (ωB97M-V/def2-TZVPD) of an isolated molecule of C3H6N2S.

```
! wB97M-V def2-TZVPD RIJCOSX def2/J DEFGRID3
* xyz 0 1
S -2.182 0.303 2.423
N 0.656 0.439 -2.496
N 0.204 -0.619 -0.383
C 0.751 0.311 -1.225
C 0.190 -0.453 1.041
C -0.956 0.474 1.319
H 1.273 1.038 -0.651
H 1.141 0.086 1.380
H -0.450 -1.236 -0.756
H 0.050 -1.405 1.563
H -0.791 1.373 0.676
H 0.113 -0.311 -2.890
*
```

Summary:
LUMO energy: -0.66 eV
Maximum force: 0.0461 Eh/bohr
M: 102.2 g mol⁻¹
Structure (SMILES): [H]/N=C\NCC=S
Energy relative to the best compared isomer or geometry (same formula, charge and spin): 41.0 kcal per mole



Record 3
The following is a DFT calculation (ωB97M-V/def2-TZVPD) of an isolated molecule of C3H6N2S.

```
! wB97M-V def2-TZVPD RIJCOSX def2/J DEFGRID3
* xyz 0 3
S -0.797 -0.816 -1.242
N -1.604 -0.484 1.312
N -0.396 -0.248 1.384
C 1.501 0.495 -0.121
C -2.126 -0.841 0.054
C 0.447 -0.525 0.326
H 1.020 1.377 -0.485
H 2.041 1.017 0.715
H -2.417 -1.959 -0.030
H -3.032 -0.283 -0.412
H 0.761 -1.522 0.521
H 1.921 0.067 -1.043
*
```

Summary:
LUMO energy (alpha / beta): 0.64 / -2.98 eV
Maximum force: 0.0877 Eh/bohr
M: 102.2 g mol⁻¹
Energy relative to the best compared isomer or geometry (same formula, charge and spin): 47.7 kcal per mole



Record 4
The following is a DFT calculation (ωB97M-V/def2-TZVPD) of an isolated molecule of C3H6N2S2.

```
! wB97M-V def2-TZVPD RIJCOSX def2/J DEFGRID3
* xyz 0 1
S 0.195 0.867 1.167
S -0.027 1.283 -1.072
N 1.135 2.132 -1.626
N -0.868 1.774 1.762
C 0.524 -0.366 -1.354
C -0.493 -1.151 0.801
C 0.202 -1.369 -0.500
H -0.210 -1.904 1.478
H 0.830 3.049 -1.525
H 0.656 -2.437 -0.517
H 1.363 -0.415 -2.044
H -1.594 -1.212 0.696
H -0.570 2.071 2.642
*
```

Summary:
LUMO energy: -0.14 eV
Maximum force: 0.0613 Eh/bohr
M: 134.2 g mol⁻¹
Structure (SMILES): [H]/N=S1#S(=N\[H])/CC=C\1
Energy relative to the best compared isomer or geometry (same formula, charge and spin): 114.3 kcal per mole



Record 5
The following is a DFT calculation (ωB97M-V/def2-TZVPD) of an isolated molecule of C3H6N2S2.

```
! wB97M-V def2-TZVPD RIJCOSX def2/J DEFGRID3
* xyz 0 1
S -2.142 1.223 -0.100
S -4.608 -0.427 -0.015
N 1.205 -0.866 0.012
N -0.116 -0.527 -0.198
C -0.469 0.702 0.045
C -3.000 -0.292 0.116
C 2.233 0.151 0.063
H 1.350 -1.739 -0.467
H 2.279 0.740 0.986
H -2.238 -1.094 0.234
H 2.140 0.845 -0.807
H 0.117 1.591 0.226
H 3.249 -0.307 -0.095
*
```

Summary:
LUMO energy: -0.21 eV
Maximum force: 0.0490 Eh/bohr
M: 134.2 g mol⁻¹
Structure (SMILES): CN/N=C/SC=S
Energy relative to the best compared isomer or geometry (same formula, charge and spin): 54.0 kcal per mole



Record 6
The following is a DFT calculation (ωB97M-V/def2-TZVPD) of an isolated molecule of C3H6N2S2.

```
! wB97M-V def2-TZVPD RIJCOSX def2/J DEFGRID3
* xyz 0 1
S -1.243 0.372 -1.173
S 1.733 -1.137 -2.631
N 1.783 0.234 -0.357
N -0.498 -0.053 0.306
C 0.856 -0.010 0.485
C -1.367 -0.471 1.394
C 1.865 0.187 -1.706
H -0.757 -0.704 2.286
H -1.955 -1.336 1.144
H -2.049 0.347 1.658
H 2.187 1.154 -2.147
H -1.732 1.578 -0.765
H 1.178 -0.161 1.507
*
```

Summary:
LUMO energy: 0.41 eV
Maximum force: 0.0214 Eh/bohr
M: 134.2 g mol⁻¹
Structure (SMILES): CN(S)/C=N\C=S
Energy relative to the best compared isomer or geometry (same formula, charge and spin): 38.5 kcal per mole



Record 7
The following is a DFT calculation (ωB97M-V/def2-TZVPD) of an isolated molecule of C3H6N2S2.

```
! wB97M-V def2-TZVPD RIJCOSX def2/J DEFGRID3
* xyz 0 1
S 2.781 -0.516 -0.239
S -1.415 -1.952 -0.086
N 1.289 -1.626 0.034
N 0.001 0.325 -0.256
C 0.071 -1.122 -0.189
C -0.707 1.300 0.623
C -1.214 0.902 -0.849
H 0.107 2.264 0.746
H -0.899 1.525 -1.733
H 1.348 -2.559 0.467
H -1.230 0.823 1.632
H -2.045 0.078 -0.686
H 1.913 0.558 0.536
*
```

Summary:
LUMO energy: -0.09 eV
Maximum force: 0.0914 Eh/bohr
M: 134.2 g mol⁻¹
Structure (SMILES): S=C(NS)N1CC1
Energy relative to the best compared isomer or geometry (same formula, charge and spin): 109.6 kcal per mole



Record 8
The following is a DFT calculation (ωB97M-V/def2-TZVPD) of an isolated molecule of C3H6N2S2.

```
! wB97M-V def2-TZVPD RIJCOSX def2/J DEFGRID3
* xyz 0 1
S 1.076 -1.583 0.065
S -0.465 -0.997 -2.361
N 0.394 2.564 2.459
N -0.360 0.758 1.225
C -0.216 2.017 1.374
C -0.150 -0.701 -0.777
C -0.976 0.307 0.009
H -1.230 1.111 -0.659
H 0.917 -0.914 1.227
H 0.553 1.979 3.227
H -0.541 2.774 0.616
H 0.253 3.539 2.668
H -1.914 -0.208 0.235
*
```

Summary:
LUMO energy: 0.13 eV
Maximum force: 0.0280 Eh/bohr
M: 134.2 g mol⁻¹
Structure (SMILES): N/C=N/CC(=S)S
Energy relative to the best compared isomer or geometry (same formula, charge and spin): 14.9 kcal per mole



Record 9
The following is a DFT calculation (ωB97M-V/def2-TZVPD) of a cluster of 2 separate species, C3H6N2S4 in total.

```
! wB97M-V def2-TZVPD RIJCOSX def2/J DEFGRID3
* xyz 0 3
S 0.328 -2.080 0.638
S 2.351 0.496 0.752
S -1.724 1.724 1.283
S -2.664 -0.985 0.666
N 0.851 0.481 1.520
N -0.061 -0.328 1.079
C -1.532 0.379 -2.196
C -0.459 0.749 -1.824
C -1.306 0.065 0.936
H -1.977 -1.942 0.035
H -0.441 2.030 1.532
H 3.068 0.400 1.879
H -2.487 0.062 -2.496
H 0.496 1.075 -1.528
H 1.616 -1.709 0.546
*
```

Summary:
LUMO energy (alpha / beta): 0.07 / -1.73 eV
Maximum force: 0.1254 Eh/bohr
M: 198.4 g mol⁻¹
Energy relative to the best compared isomer or geometry (same formula, charge and spin): 90.4 kcal per mole



Record 10
The following is a DFT calculation (ωB97M-V/def2-TZVPD) of the ion C3H6N3 with charge +1.

```
! wB97M-V def2-TZVPD RIJCOSX def2/J DEFGRID3
* xyz 1 1
N 0.750 1.184 0.538
N 0.117 -0.810 -0.164
N -0.260 0.370 0.103
C 1.905 0.582 0.435
C 1.655 -0.747 -0.106
C -1.576 0.763 0.047
H 2.054 -1.631 0.542
H -2.205 0.104 0.718
H -0.590 -1.392 -0.528
H 1.942 -0.938 -1.101
H -2.187 0.671 -0.887
H -1.605 1.845 0.404
*
```

Summary:
LUMO energy: -7.26 eV
Maximum force: 0.0989 Eh/bohr
M: 84.1 g mol⁻¹
Structure (SMILES): CN1[N+]#CCN1
Energy relative to the best compared isomer or geometry (same formula, charge and spin): 136.3 kcal per mole



Record 11
The following is a DFT calculation (ωB97M-V/def2-TZVPD) of the ion C3H6N3O with charge -1.

```
! wB97M-V def2-TZVPD RIJCOSX def2/J DEFGRID3
* xyz -1 1
O 1.960 0.950 -0.126
N 0.890 0.546 0.445
N 0.984 -1.927 0.200
N 0.169 -0.835 -0.310
C -0.217 1.456 0.075
C -1.461 0.615 -0.049
C -1.147 -0.688 -0.188
H -1.750 -1.601 -0.373
H -0.008 1.807 -0.971
H -2.416 1.225 -0.228
H -0.134 2.215 0.850
H 1.745 -2.185 -0.425
H 1.385 -1.579 1.100
*
```

Summary:
LUMO energy: 4.56 eV
Maximum force: 0.0965 Eh/bohr
M: 100.1 g mol⁻¹
Structure (SMILES): NN1C=CCN1[O-]
Energy relative to the best compared isomer or geometry (same formula, charge and spin): 34.0 kcal per mole



Record 12
The following is a DFT calculation (ωB97M-V/def2-TZVPD) of the ion C3H6N3O2 with charge +1.

```
! wB97M-V def2-TZVPD RIJCOSX def2/J DEFGRID3
* xyz 1 3
O -0.077 -0.183 0.023
O 0.978 -1.588 1.379
N -1.090 -0.174 1.051
N -1.358 -1.798 2.781
N -1.114 -1.144 1.919
C 1.021 -0.899 0.365
C 2.271 -0.736 -0.492
C -2.004 0.891 0.908
H -2.938 0.441 1.144
H -1.700 1.797 1.476
H -1.998 1.303 -0.129
H 2.221 0.223 -0.837
H 2.349 -1.404 -1.370
H 3.198 -0.925 0.071
*
```

Summary:
LUMO energy (alpha / beta): -4.08 / -9.08 eV
Maximum force: 0.2062 Eh/bohr
M: 116.1 g mol⁻¹
Energy relative to the best compared isomer or geometry (same formula, charge and spin): 74.2 kcal per mole